Entry 1:
A molecular structure, C22H26N2ReTe, computed with ωB97M-V/def2-TZVPD.

Values from the calculation:
Net charge: +2
Spin multiplicity: 4
E_LUMO (spin up / spin down) (eV): -6.5 / -7.1
Expectation value of S²: 3.77
HOMO-LUMO gap (spin up / spin down) (Ha): 0.2674 / 0.2427

XYZ file:
```
52
Properties=species:S:1:pos:R:3:mulliken_charge:R:1
Re 0.40716 0.02523 0.11628 0.47
C 4.73478 -0.91032 -0.05687 -0.80
C 5.10488 -0.71845 1.26268 -0.47
C 4.12466 -0.47366 2.21283 -0.66
C 2.80535 -0.42582 1.81870 0.83
N 2.44037 -0.57773 0.52443 -0.25
C 3.39688 -0.82780 -0.38680 -0.02
C 1.67824 -0.22599 2.75274 0.73
C 1.78638 -0.30138 4.12302 -0.93
C 0.64694 -0.17520 4.90561 -0.45
C -0.58105 0.01904 4.29414 -0.86
C -0.62833 0.10086 2.92122 -0.03
N 0.47725 -0.01423 2.15710 0.20
H 5.46652 -1.11867 -0.82539 0.42
H 6.14672 -0.76332 1.55507 0.47
H 4.39458 -0.32259 3.24904 0.37
H 3.05894 -0.97254 -1.40292 0.51
H 2.74748 -0.48430 4.58181 0.36
H 0.71858 -0.24149 5.98380 0.47
H -1.49343 0.10791 4.86751 0.43
H -1.55489 0.26102 2.38974 0.50
C -0.14845 0.69535 -2.58845 -1.72
C -1.45737 1.09379 -1.87462 2.32
C -2.16560 2.17364 -2.68646 -2.00
C -1.09504 1.46446 -0.42531 -1.37
C -2.32415 -0.15874 -1.66823 0.34
C -3.71093 -0.08939 -1.63813 -0.43
C -4.47333 -1.20795 -1.31158 -0.82
C -3.86313 -2.40982 -0.98589 -0.52
C -2.47938 -2.49752 -1.01134 -1.22
C -1.72389 -1.38104 -1.35741 -0.14
H 0.42400 1.56149 -2.91404 0.32
H -0.34144 0.05317 -3.44819 0.44
H 0.57128 0.08164 -1.99053 0.44
H -1.47049 2.98290 -2.92389 0.39
H -3.01054 2.60122 -2.14488 0.49
H -2.53910 1.77756 -3.63273 0.37
H -1.99149 1.49946 0.20116 0.80
H -4.21984 0.83562 -1.88040 0.36
H -5.55397 -1.13556 -1.31660 0.43
H -4.46079 -3.27654 -0.73273 0.43
H -1.98766 -3.43810 -0.79505 0.46
H -0.65073 -1.53112 -1.46965 0.51
C 1.45166 3.44377 -1.19781 -0.91
Te -0.18684 3.33026 0.13245 0.69
C -1.25764 4.94353 -0.72958 -1.03
H 1.07941 3.62571 -2.20264 0.34
H 2.00650 2.50974 -1.14724 0.25
H 2.08360 4.26832 -0.87308 0.41
H -0.83359 5.85440 -0.31153 0.35
H -2.30067 4.84713 -0.43838 0.38
H -1.15144 4.91955 -1.80835 0.35
```

Entry 2:
A single C22H26N4O3 molecule, computed with ωB97M-V/def2-TZVPD.

Values from the calculation:
Net charge: 0
E_LUMO (eV): -1.1
HOMO-LUMO gap (Ha): 0.2615

XYZ file:
```
55
Properties=species:S:1:pos:R:3:mulliken_charge:R:1
O 0.80736 -3.21480 -1.85426 -0.58
C 0.92296 -2.58923 -0.90689 0.12
N -0.16442 -2.29153 -0.17558 0.25
C -0.37993 -1.63793 1.03713 -1.50
H 0.56823 -1.45212 1.25562 0.70
C -1.39118 -0.47548 0.89776 0.55
H -1.52530 0.02859 1.95385 0.23
H -0.88682 0.28070 -0.01468 -0.23
C -2.77041 -0.80668 0.23870 -0.84
N -3.64144 0.18719 0.11588 0.50
C -3.29184 1.54752 -0.67032 -1.28
C -4.54968 2.25318 -1.24760 -0.66
C -5.18025 2.50188 -0.04472 -0.42
C -5.54526 1.59996 1.00987 -0.97
C -4.32131 0.70550 1.20771 -0.42
H -4.65657 -0.16560 2.08438 0.19
H -3.59837 1.20776 1.97456 0.32
H -6.29274 0.79597 0.52848 0.23
H -5.94775 1.97274 1.82001 0.52
H -6.13216 3.26305 -0.12719 0.25
H -4.61571 3.38125 0.52583 0.27
H -5.21828 1.60410 -1.57397 0.37
H -4.12298 3.09584 -1.72434 0.33
H -2.76374 1.01606 -1.38597 0.59
H -2.55368 2.18467 -0.37158 0.59
H -3.08068 -1.47479 1.07522 0.49
C -2.50313 -1.83883 -0.94506 -0.52
C -1.56953 -2.68259 -0.67798 -1.47
H -1.49987 -3.46286 -1.43771 0.37
H -2.02893 -3.52943 0.18356 0.24
H -3.46650 -1.88945 -1.36448 0.54
H -2.07298 -1.07149 -1.84061 0.16
H -0.84210 -2.21025 1.85842 0.44
C 2.09108 -2.16593 -0.39955 -0.31
N 2.17401 -0.68011 -0.56703 0.52
C 3.31538 0.40144 -0.36834 0.28
C 2.88010 1.48433 -0.96838 0.55
C 1.51069 1.33302 -0.91970 -0.16
N 1.13424 0.10304 -1.02748 -0.42
H 0.71286 2.17943 -1.45657 0.22
C 3.80144 2.55316 -0.59756 0.17
O 3.30471 3.83276 -0.82123 -0.73
O 4.89799 2.31929 -0.28812 -0.22
C 5.37567 0.99240 0.09153 0.71
C 6.64575 1.11442 0.41225 -0.50
C 7.43066 -0.21704 0.88646 -0.73
C 6.56360 -1.40217 0.94564 -1.00
C 5.29990 -1.37578 0.52766 -0.33
C 4.64065 0.07171 -0.04477 -0.26
H 4.43667 -2.05691 0.54854 0.18
H 6.91896 -2.18676 1.18195 0.79
H 8.32695 -0.16486 1.16974 0.66
H 7.53164 2.01472 0.37448 0.23
H 2.95191 -2.61766 -0.87750 0.60
H 2.37009 -2.36545 0.79398 0.40
```

Entry 3:
A molecular structure, C22H27AsMnN3O6S3, computed with ωB97M-V/def2-TZVPD.

Values from the calculation:
Net charge: -1
Spin multiplicity: 6
E_LUMO (spin up / spin down) (eV): 2.2 / 2.2
Expectation value of S²: 8.75
HOMO-LUMO gap (spin up / spin down) (Ha): 0.2781 / 0.2812

XYZ file:
```
63
Properties=species:S:1:pos:R:3:mulliken_charge:R:1
Mn -0.60921 -0.58259 0.22870 0.50
O -3.60466 -2.14124 2.80371 -0.74
C -2.90033 -1.47790 2.05432 0.12
O -1.65198 -1.24443 2.13767 -0.67
C -3.57321 -0.83354 0.89843 0.48
C -4.93856 -0.82614 0.59677 -0.82
C -5.38346 -0.33554 -0.61715 -0.34
C -4.43548 0.01307 -1.56750 -0.59
C -3.11876 -0.11197 -1.25795 0.25
N -2.75547 -0.43726 -0.06573 0.85
C -1.95002 0.11775 -2.29266 0.22
O -2.26751 0.34024 -3.43508 -0.73
O -0.74665 -0.03116 -1.79022 -0.44
H -5.60119 -1.13153 1.41298 0.48
H -6.42738 -0.21704 -0.81284 0.47
H -4.69336 0.36764 -2.57820 0.49
O 3.97417 -2.10383 -0.70225 -0.71
C 4.64437 -0.95792 -0.48981 0.42
C 5.98686 -0.75629 -0.81297 -0.85
C 6.55269 0.53414 -0.70635 -0.11
C 5.85617 1.61203 -0.27533 -1.04
C 4.50570 1.34296 0.11331 -0.04
C 3.85451 0.13444 -0.04895 0.14
C 2.43244 -0.05427 0.35162 0.73
O 1.73837 -1.07427 0.00103 -0.97
N 1.94005 0.94494 0.95827 -0.54
N 0.59021 0.80779 1.22478 0.17
C 0.16802 1.74606 1.96055 0.12
S 1.19687 3.16470 2.36638 -0.02
C -0.16024 3.92844 3.34854 -0.71
C -1.54369 3.54800 2.79049 -0.40
S -1.43477 1.74318 2.59436 -0.01
H 2.95381 -1.97290 -0.47403 0.45
H 6.58633 -1.64279 -1.12418 0.33
H 7.51843 0.77756 -1.13376 0.32
H 6.18702 2.60997 -0.41491 0.38
H 3.97293 2.17180 0.54394 0.38
H 0.04559 4.98572 3.30791 0.39
H -0.03829 3.57609 4.38572 0.41
H -1.74151 4.02599 1.82618 0.09
H -2.40591 3.71455 3.50366 0.36
C 0.89132 -4.48172 -0.15075 -1.31
As -0.67999 -3.34544 -0.46634 0.77
C -1.17653 -4.16394 -2.10697 -1.24
C -1.82478 -4.34970 0.76637 -1.25
H 0.58804 -5.55509 -0.23184 0.42
H 1.24416 -4.36691 0.89346 0.35
H 1.69918 -4.21701 -0.85441 0.34
H -1.48211 -5.23486 -1.89450 0.35
H -0.44794 -4.09875 -2.88643 0.41
H -2.07216 -3.82948 -2.61096 0.37
H -1.46313 -5.40427 0.81165 0.41
H -2.86791 -4.33469 0.42536 0.34
H -1.78299 -3.82129 1.71411 0.31
C -0.81492 4.35200 -0.54115 -0.52
S -0.21214 4.40541 -2.26789 -0.14
C 0.94014 3.01864 -2.20408 -0.24
H -1.29969 3.39420 -0.39908 0.02
H -1.58839 5.12640 -0.46175 0.34
H -0.00956 4.43180 0.20665 0.15
H 1.87320 3.21462 -1.65957 0.29
H 1.24584 2.80269 -3.24179 0.34
H 0.51744 2.18291 -1.64953 -0.35
```

Entry 4:
2 unconnected molecules or ions with the total composition C22H27BrN6O5S4, computed with ωB97M-V/def2-TZVPD.

Values from the calculation:
Net charge: 0
E_LUMO (eV): -0.3
HOMO-LUMO gap (Ha): 0.3108

XYZ file:
```
65
Properties=species:S:1:pos:R:3:mulliken_charge:R:1
O 5.32962 2.31213 -3.96851 -0.58
O -4.35673 -5.85277 5.22354 -0.67
O -6.11901 -2.30169 3.79120 -0.66
O 5.78921 3.57944 -1.34952 -0.64
O 4.17591 5.39240 -1.32485 -0.74
Br 8.25652 0.04742 -8.93100 -0.10
N 6.15915 3.46294 -7.77323 -0.63
N 0.01468 -1.13562 -1.56833 -0.52
S -2.54376 -0.80668 -1.26111 -0.15
S 6.93462 1.41554 -6.33688 -0.01
S -0.24029 -2.15087 1.92982 0.00
C 5.24010 3.46086 -4.35067 0.68
C -4.30984 -4.63695 5.31884 0.64
C -5.10524 -1.71391 4.15492 0.10
C 6.14856 2.97863 -6.56081 0.44
C -1.10713 -1.79761 -1.43979 0.71
C 6.81381 2.57712 -8.62547 -0.46
C -1.51173 0.59496 -1.37138 -0.52
C 7.29855 1.43792 -8.03750 0.21
C -0.19362 0.23850 -1.52834 -0.02
C 2.25842 0.70722 -1.61703 -0.66
C 0.73967 2.57871 -1.72166 -0.70
C 3.34737 1.57721 -1.70276 -0.26
C 1.82623 3.45354 -1.80986 -0.82
C 0.93619 1.18787 -1.62405 1.10
C 3.13437 2.95668 -1.80359 0.00
N 5.54200 3.80217 -5.63925 -0.17
N -5.11669 -0.42422 4.51757 -0.13
N -3.87173 -3.90102 4.29880 -0.01
N 4.71675 4.43612 -3.57281 -0.36
C -0.16961 -0.34006 1.98274 -0.81
C -4.72011 -3.96861 6.61571 -0.99
C -1.13980 -3.29233 -1.45105 -1.05
C -6.31412 0.41427 4.51887 -0.90
C -1.40294 -2.51326 3.27165 -0.79
C -2.84854 -2.04979 3.04323 -0.70
C -3.74698 -2.43586 4.23194 -0.04
S 4.54381 4.10317 -1.92834 1.37
H 6.94105 2.77817 -9.68533 0.42
H -1.87519 1.61248 -1.30892 0.36
H 2.44871 -0.36060 -1.54777 0.47
H -0.25761 3.00323 -1.73930 0.27
H 4.36041 1.17500 -1.70609 0.42
H 1.65012 4.52555 -1.88101 0.41
H 5.17627 4.66984 -6.00323 0.28
H -4.25031 -0.00763 4.81897 0.27
H -3.67101 -4.42724 3.46325 0.28
H 5.07281 5.36252 -3.73450 0.32
H 0.07380 -0.00973 2.99256 0.46
H 0.60481 0.00719 1.29790 0.23
H -1.12796 0.07847 1.67747 0.16
H -4.99221 -4.74227 7.33247 0.32
H -3.89002 -3.38820 7.01040 0.29
H -5.58425 -3.33291 6.43413 0.26
H -1.13242 -3.65396 -2.48267 0.32
H -2.03970 -3.65953 -0.95070 0.34
H -0.25772 -3.68904 -0.94007 0.27
H -6.77404 0.40312 3.52825 0.28
H -6.05828 1.44089 4.78567 0.35
H -7.03640 0.02414 5.23906 0.28
H -1.40101 -3.59405 3.41601 0.34
H -1.02528 -2.05632 4.18683 0.40
H -2.85138 -0.96583 2.92848 0.39
H -3.23707 -2.49662 2.12677 0.25
H -3.25373 -2.09030 5.14037 0.43
```